Record 1
Computed, not measured: a cluster of 2 separate species, C10H16 in total at a distorted geometry, with ωB97M-V with the def2-TZVPD basis set.

```
26
Properties=species:S:1:pos:R:3:mulliken_spin:R:1
C 1.0972 -2.3770 1.4704 0.06
C 0.5441 2.0227 -0.0102 -0.40
C -0.7562 1.5747 -0.1549 0.95
C 0.7906 2.0355 -2.4026 -0.19
C -0.4375 1.4579 -2.5473 0.42
C -2.5581 0.5094 -1.5930 0.01
C -1.2189 1.1257 -1.4028 -0.23
C 1.5469 -0.9514 1.7946 0.07
C 1.3943 2.1730 -1.1220 0.54
C -0.1940 -2.7698 2.2280 0.03
H 0.8509 2.3166 0.9915 -0.22
H -2.5686 -0.5528 -1.8788 0.02
H 2.4489 2.4034 -1.0736 -0.03
H -1.3685 1.5259 0.7433 0.13
H -0.0666 -3.7665 2.6593 0.00
H -0.9435 1.3984 -3.5123 0.12
H -0.4992 -2.0590 2.9921 -0.03
H 0.8411 -2.3441 0.4132 -0.01
H -1.0032 -2.8406 1.4929 0.00
H 1.3503 2.3496 -3.2744 -0.09
H 2.4513 -0.6990 1.2253 -0.03
H 1.9199 -3.0743 1.5907 -0.03
H 0.7823 -0.2183 1.5324 0.01
H -3.1694 1.0375 -2.3508 -0.07
H -3.0835 0.4804 -0.6365 -0.02
H 1.8494 -0.7578 2.8257 -0.02
```

Output
2S+1	2
charge	-1
E_tot	-10627.9336	eV
Kohn-Sham gap (alpha / beta)	2.68 / 7.24	eV
LUMO level (alpha / beta)	3.672 / 3.549	eV

=====

Record 2
Computed, not measured: an isolated molecule of C3H3NO2 at a distorted geometry, with ωB97M-V with the def2-TZVPD basis set.

```
9
Properties=species:S:1:pos:R:3:nbo_charge:R:1
O 0.3787 -1.9165 0.4680 -0.66
O -0.8789 1.2030 -0.1809 -0.38
N 1.0970 0.2645 -0.2239 -0.53
C 0.1402 -0.6749 0.0450 0.40
C 0.3877 1.4237 -0.2741 0.32
C -1.1702 -0.0683 0.0623 -0.08
H 1.3254 -2.1249 0.3023 0.50
H 0.8036 2.4254 -0.6781 0.21
H -1.9529 -0.5262 0.6465 0.22
```

Output
charge	0
SMILES	Oc1cocn1
E_tot	-8743.0091	eV
Kohn-Sham gap	9.52	eV
LUMO level	0.894	eV

=====

Record 3
Computed, not measured: a cluster of 2 separate species, C4H8O2 in total at a distorted geometry, with ωB97M-V with the def2-TZVPD basis set.

```
14
Properties=species:S:1:pos:R:3:nbo_charge:R:1
O 2.1038 -0.2432 1.3440 -0.71
O -1.7280 -0.6616 -1.0368 -0.69
C 1.1758 -0.1125 2.3645 0.12
C -0.6566 0.0043 -1.5700 0.16
C -0.1170 0.0254 2.1415 -0.46
C -0.4832 0.1657 -2.8666 -0.53
H -0.5705 0.2122 1.1812 0.20
H -1.2201 -0.2362 -3.5550 0.19
H -0.7663 0.2576 2.9709 0.20
H 2.7174 0.4941 1.4429 0.48
H 0.4408 0.5077 -3.2946 0.22
H -0.0267 0.4291 -0.8055 0.18
H -2.4366 -0.6775 -1.6953 0.48
H 1.5671 -0.1652 3.3788 0.16
```

Output
charge	0
SMILES	C=CO.C=CO
E_tot	-8370.5111	eV
Kohn-Sham gap	10.06	eV
LUMO level	0.900	eV

=====

Record 4
Computed, not measured: a cluster of 7 separate species, C48H109N7O7 in total at a distorted geometry, with ωB97M-V with the def2-TZVPD basis set.

```
171
Properties=species:S:1:pos:R:3:lowdin_charge:R:1
O -16.4785 8.5057 -19.2378 -0.02
O -6.2247 10.1776 -31.7009 -0.18
O -19.2691 -5.4698 -27.5150 0.00
O -11.7523 0.5030 -28.0858 0.01
O -2.9748 -1.5270 -28.6891 -0.18
O -6.4512 6.1120 -39.4504 -0.01
O -12.0088 -7.5055 -33.0916 -0.16
N -12.5174 1.5972 -28.2770 -0.17
N -12.9604 -11.0382 -33.8056 0.04
N -16.9451 7.4453 -18.4394 -0.13
N -8.0811 8.1398 -30.9482 0.04
N -6.8233 4.8094 -39.5579 -0.14
N -5.6866 -2.5205 -28.5200 0.03
N -18.1441 -6.1109 -27.2716 -0.21
C -12.6144 -8.5861 -33.7492 -0.24
C -6.1973 10.7494 -32.9564 -0.13
C -7.1693 2.5608 -38.4256 -0.12
C -18.5711 6.3369 -20.0733 -0.03
C -13.5252 3.3565 -29.8512 -0.14
C -12.5523 -6.3142 -33.5610 -0.12
C -19.3536 -8.4109 -27.7842 -0.02
C -12.5913 2.5185 -27.1207 -0.51
C -8.1357 2.9002 -40.7284 -0.14
C -13.1683 1.7105 -25.9984 -0.05
C -4.6193 -3.3166 -27.9822 -0.45
C -7.7817 4.4671 -40.6458 -0.44
C -7.2596 4.7803 -42.1068 -0.04
C -16.5312 5.6656 -16.7203 -0.13
C -18.3723 7.0092 -18.6699 -0.42
C -15.1428 5.6585 -18.8236 -0.03
C -7.3502 10.4700 -30.8940 -0.21
C -8.5232 9.5069 -31.1258 -0.43
C -14.8965 7.4851 -16.9307 -0.04
C -9.7602 9.7292 -30.1517 -0.06
C -10.7668 -10.2486 -33.2390 -0.08
C -13.4517 4.3648 -28.6994 -0.18
C -16.6473 -4.2746 -27.9209 -0.03
C -13.1020 0.8616 -30.6017 -0.02
C -17.8707 4.8932 -17.2030 -0.14
C -12.2019 -9.9190 -33.1758 -0.47
C -8.2924 2.0822 -39.4547 -0.17
C -15.8602 6.5872 -17.8191 -0.44
C -1.7862 -1.7507 -29.5390 -0.06
C -19.2577 8.3923 -18.5695 -0.02
C -9.0772 5.2235 -40.4594 -0.07
C -3.3266 -2.4779 -27.6895 -0.19
C -11.2144 3.1673 -26.8031 -0.01
C -15.5033 -7.4462 -27.2333 -0.20
C -5.6547 4.2661 -37.3964 -0.04
C -18.0364 -7.4360 -27.9699 -0.35
C -17.0371 -5.2697 -26.8298 -0.46
C -12.5347 2.1374 -29.7086 -0.42
C -8.1612 4.6122 -37.4370 -0.04
C -13.5988 3.6565 -27.3486 -0.15
C -11.2164 2.6252 -30.2707 -0.05
C -17.8480 -7.1178 -29.4946 -0.04
C -6.9173 4.1152 -38.2190 -0.47
C -15.7803 -6.1817 -26.3574 -0.09
C -16.7153 -8.2863 -27.5096 -0.14
C -18.8594 6.0421 -17.5451 -0.16
C -17.5728 -4.5017 -25.5786 -0.04
C -4.4451 -4.6130 -28.8437 -0.06
H -14.0959 5.2427 -28.7483 0.11
H -17.3328 -4.0675 -28.7426 0.07
H -5.6704 3.5625 -36.5641 0.08
H -11.3864 2.8971 -31.3125 0.09
H -14.1134 7.9342 -17.5416 0.07
H -6.8179 5.7739 -42.1824 0.07
H -10.8680 0.8708 -28.1520 0.09
H -19.0487 9.0198 -17.7031 0.07
H -12.3374 0.1292 -30.8610 0.06
H -16.5817 -8.9794 -28.3401 0.11
H -6.2489 2.0275 -38.6634 0.11
H -14.7804 6.3138 -19.6157 0.08
H -16.8225 -3.8965 -25.0698 0.08
H -5.6248 6.2864 -39.9066 0.11
H -14.2719 5.1457 -18.4152 0.08
H -9.5106 9.5765 -29.1018 0.07
H -16.7816 9.2628 -18.7313 0.09
H -8.2868 5.6841 -37.2840 0.08
H -14.6051 3.2805 -27.1641 0.12
H -0.8186 -1.8695 -29.0514 0.08
H -14.2790 6.9589 -16.2027 0.07
H -1.6743 -0.9642 -30.2853 0.08
H -14.6796 -7.9565 -26.7342 0.11
H -13.4844 1.1850 -31.5699 0.07
H -5.1905 11.0446 -33.2518 0.09
H -18.4140 -3.8976 -25.9186 0.07
H -11.2416 4.2289 -26.5574 0.09
H -13.3751 2.4090 -25.1876 0.09
H -18.2513 4.3276 -16.3525 0.10
H -4.2163 -4.2890 -29.8590 0.07
H -15.7324 4.9548 -16.5088 0.10
H -13.8879 0.9062 -26.1512 0.10
H -14.5253 2.9230 -29.8559 0.11
H -3.6568 -5.2556 -28.4518 0.07
H -7.6484 8.1718 -30.0362 0.07
H -12.3097 -5.5704 -32.8020 0.09
H -9.9811 10.7914 -30.2577 0.07
H -12.2618 1.2815 -25.5715 0.07
H -10.2511 -9.4849 -32.6568 0.08
H -5.3229 -5.2531 -28.9330 0.07
H -12.5154 -9.7401 -32.1473 0.14
H -9.0808 4.3438 -37.9570 0.06
H -19.1835 -5.1707 -28.4232 0.08
H -18.2339 -7.8237 -30.2300 0.08
H -8.9473 9.7579 -32.0980 0.13
H -9.2428 2.0924 -38.9212 0.10
H -18.2703 -6.1834 -29.8645 0.06
H -6.4680 -3.1462 -28.6548 0.07
H -7.9878 4.5877 -42.8947 0.08
H -13.4915 4.4589 -26.6187 0.11
H -19.8009 -8.6811 -26.8276 0.07
H -12.5620 -11.1552 -34.7263 0.06
H -15.7475 4.8507 -19.2356 0.07
H -6.5170 11.7689 -32.7408 0.08
H -17.7814 4.1778 -18.0205 0.09
H -11.0175 3.5705 -29.7657 0.07
H -12.1033 -5.9428 -34.4822 0.09
H -19.0838 6.5682 -16.6172 0.11
H -8.1334 1.0842 -39.8630 0.10
H -7.4263 2.4440 -41.4188 0.11
H -7.0865 10.4581 -29.8364 0.13
H -8.1738 4.0616 -36.4964 0.08
H -10.4566 1.8723 -30.0614 0.08
H -3.6508 -1.9919 -26.7693 0.11
H -16.4431 -3.2600 -27.5790 0.08
H -20.3145 8.1538 -18.6900 0.07
H -16.8864 -8.9312 -26.6477 0.11
H -15.7466 -4.6417 -28.4128 0.08
H -10.6742 -11.2747 -32.8830 0.08
H -5.9307 -1.9598 -27.7162 0.07
H -10.6336 2.5792 -26.0925 0.08
H -7.3151 8.1207 -31.6062 0.06
H -16.5929 6.0387 -15.6980 0.11
H -13.4359 3.8980 -30.7930 0.11
H -9.0849 6.1834 -39.9431 0.08
H -6.3847 4.1869 -42.3726 0.07
H -10.3970 -10.1496 -34.2595 0.09
H -5.6206 5.2346 -36.8973 0.08
H -16.8018 -7.0561 -29.7942 0.07
H -15.8558 -6.4376 -25.3006 0.11
H -18.0727 -5.1683 -24.8758 0.08
H -7.3507 2.0794 -37.4646 0.10
H -4.8374 4.0959 -38.0972 0.09
H -17.8882 5.5134 -20.2820 0.07
H -15.2820 8.2996 -16.3174 0.08
H -15.1356 -7.1962 -28.2285 0.10
H -6.7787 10.3455 -33.7852 0.09
H -12.4666 4.8243 -28.7796 0.10
H -18.3919 7.0119 -20.9102 0.07
H -19.0062 -9.3468 -28.2217 0.06
H -12.2411 -8.6998 -34.7670 0.13
H -13.7043 -8.5984 -33.7616 0.13
H -13.8012 0.2260 -30.0585 0.07
H -13.6390 -6.3856 -33.6045 0.09
H -2.5756 -3.1603 -27.2914 0.12
H -20.1676 -8.1573 -28.4632 0.06
H -12.7639 -11.9041 -33.3243 0.06
H -9.8290 4.6382 -39.9299 0.07
H -7.6316 11.5155 -31.0193 0.12
H -19.8399 5.6363 -17.7942 0.11
H -19.5839 5.9422 -20.1537 0.07
H -4.9918 -3.6542 -27.0150 0.12
H -14.9024 -5.5357 -26.3541 0.11
H -10.5846 2.9876 -27.6744 0.06
H -1.9417 -2.6723 -30.1000 0.07
H -10.6374 9.1137 -30.3512 0.07
H -18.9507 8.9482 -19.4554 0.06
H -9.1616 2.7807 -41.0768 0.11
H -9.6252 5.4614 -41.3712 0.08
```

Output
charge	0
SMILES	CC1(C)CCCC(C)(C)N1O.CC1(C)CCCC(C)(C)N1O.CC1(C)CCCC(C)(C)N1O.CC1(C)CCCC(C)(C)N1O.COC[C@H](C)N.COC[C@H](C)N.COC[C@H](C)N
E_tot	-76293.0161	eV
Kohn-Sham gap	8.18	eV
LUMO level	0.514	eV

=====

Record 5
Computed, not measured: an isolated molecule of C2H3BrN2 at a distorted geometry, with ωB97M-V with the def2-TZVPD basis set.

```
8
Properties=species:S:1:pos:R:3:nbo_charge:R:1
Br -3.0941 0.5805 0.1421 0.02
N -1.9535 -2.9319 -0.6555 0.01
N -1.8380 -1.8399 -0.4006 0.02
C -0.2807 -0.0371 -0.0483 -0.65
C -1.5770 -0.6637 0.0528 -0.08
H 0.1706 0.1928 0.8802 0.23
H -0.2747 1.0023 -0.6054 0.23
H 0.3041 -0.7404 -0.6362 0.23
```

Output
charge	0
E_tot	-75142.8811	eV
Kohn-Sham gap	8.31	eV
LUMO level	-0.102	eV